# C20H14AuN4O6

A structure of composition C20H14AuN4O6 in a non-equilibrium geometry (the ωB97M-V functional and the def2-TZVPD basis, the Open Molecules 2025 dataset).

Computed properties:
- Charge: +1
- <S²>: 2.04
- Multiplicity: 3
- Kohn-Sham gap (alpha / beta): 0.2444 / 0.1665 Ha
- HOMO energy (alpha / beta): -10.6 / -11.4 eV

Structure (XYZ):
```
45
Properties=species:S:1:pos:R:3:forces:R:3
Au -0.656647 0.211496 -0.967267 0.3 -0.9 -0.2
O -0.813047 -1.771504 -0.798867 -0.1 0.7 -1.3
O 2.622353 4.400096 -0.918367 -0.3 0.7 0.0
O 1.325853 0.429996 -0.949467 0.2 0.3 0.0
O -0.595747 -6.677504 2.916233 0.0 -0.6 0.1
O -0.835847 0.210196 1.480333 0.0 0.2 0.2
O -0.593947 -5.134104 4.419333 0.0 -0.1 0.6
N -0.586447 -5.525304 3.275933 0.0 0.3 -0.2
N -2.589047 0.589396 -1.059967 -0.8 0.0 0.1
N 0.679553 2.618896 -1.095767 -1.2 1.9 0.0
N -0.520747 2.105596 -1.140167 1.9 -1.2 -0.4
C -0.576047 -4.517304 2.234633 0.0 0.9 -0.5
C 3.496853 3.403596 -0.917267 0.7 -0.6 0.0
C 5.774653 2.592096 -0.830067 -0.3 -0.1 0.0
C 4.879153 3.635296 -0.867667 -0.3 0.1 0.0
C -0.689547 -2.555304 0.215333 0.1 -1.2 1.6
C -4.910047 0.122096 -0.934167 -0.1 0.4 0.0
C -1.697647 2.764196 -1.048067 -1.9 1.1 0.1
C 5.314553 1.272196 -0.851867 -0.3 -0.2 -0.1
C -5.195147 1.495896 -0.834367 0.2 -0.3 0.0
C -0.586947 -4.906804 0.889833 0.0 0.0 0.4
C 1.625353 1.709796 -1.010267 1.3 -1.7 0.2
C -0.628647 -2.180204 1.602033 0.0 -0.3 -0.9
C -0.571847 -3.182404 2.576133 0.0 -0.5 0.0
C -4.169347 2.401596 -0.885767 0.0 0.1 0.0
C -2.828447 1.955796 -1.001967 0.2 0.3 0.0
C 3.961953 1.016996 -0.934567 0.7 -0.1 0.1
C 3.029353 2.057596 -0.962067 -0.5 0.8 0.0
C -0.651247 -0.824704 2.097733 0.1 0.0 0.6
C -0.641647 -3.951004 -0.083667 0.0 0.7 -0.1
C -3.597747 -0.276804 -1.047967 0.3 -0.3 0.0
H -0.555347 -5.961104 0.654833 0.0 0.0 -0.1
H 6.017253 0.456696 -0.812567 0.1 -0.1 0.0
H -6.216147 1.821996 -0.712467 -0.1 0.1 0.0
H -5.695547 -0.614804 -0.917667 0.0 -0.1 0.0
H -0.481847 -0.759204 3.184833 -0.1 0.0 0.1
H -0.549747 -2.918304 3.624433 0.0 0.0 0.0
H 5.239453 4.654696 -0.863367 0.0 0.1 0.0
H 3.594153 0.004296 -0.984567 0.0 -0.1 0.0
H 3.061553 5.263196 -0.851067 0.0 -0.3 0.0
H -1.697347 3.841296 -1.003067 -0.1 0.1 0.0
H -0.655947 -4.218004 -1.128567 0.0 -0.1 -0.1
H -4.354947 3.461896 -0.832967 0.0 0.1 0.0
H 6.833853 2.793496 -0.793567 0.1 0.0 0.0
H -3.313247 -1.316004 -1.132167 0.0 -0.1 0.1
```
Forces are in eV/Å.